A 6-piece molecular cluster, C30H75ClN5O10 overall in a non-equilibrium geometry. Source: OMol25; level of theory: ωB97M-V/def2-TZVPD.

Geometry as XYZ:
```
121
Properties=species:S:1:pos:R:3:forces:R:3
H -0.131 -13.021 -3.547 -0.124 -0.004 -0.096
O 0.418 -11.679 -2.030 -0.877 -0.984 1.132
H 2.303 9.142 -1.948 0.126 0.867 -0.916
C -4.820 -3.378 5.771 1.144 1.452 -1.607
H 7.220 6.232 -3.705 0.119 0.056 0.459
C 1.752 6.230 3.305 2.532 0.117 0.807
H 7.372 5.784 -5.286 0.085 -0.746 -0.703
H -2.801 -2.231 6.511 -0.236 -0.304 0.268
C -6.145 0.802 7.114 1.096 1.454 0.863
C -0.148 -9.094 1.219 -0.652 0.091 -0.471
O 7.421 3.161 -1.227 -0.758 -0.004 -0.860
H 1.830 8.072 2.280 0.052 -0.164 -0.694
C 7.405 1.766 -1.417 -0.437 0.071 -1.447
H 4.640 3.656 -5.044 -0.087 -0.604 0.106
H -2.787 -1.028 5.274 0.337 0.562 0.354
C 7.207 5.325 -4.311 0.361 2.134 1.040
H -7.615 0.929 -3.265 -0.065 -0.210 0.130
H 0.161 -7.469 2.490 -0.095 0.094 0.318
H 8.879 3.431 0.101 0.748 -0.870 0.245
C 1.397 9.596 -1.545 0.757 -2.278 0.421
H -2.381 0.141 -6.648 0.409 -0.158 0.005
H -2.974 -0.938 -7.905 0.026 -0.157 -0.576
H -2.914 -2.817 -6.201 -0.106 -0.274 0.468
H -1.010 6.964 -0.027 -0.465 0.015 0.311
O 1.735 -7.578 1.195 1.132 -1.555 -1.892
H -3.944 -4.024 5.719 0.061 -0.177 -0.022
H -0.394 -1.827 -3.329 -0.610 0.438 -0.095
H -4.487 1.216 6.207 -0.170 0.614 -1.138
H 1.700 10.412 -0.889 -0.421 0.458 -0.251
C 0.787 -8.222 2.011 0.756 0.441 -0.232
C -4.091 -0.462 7.012 0.337 -2.433 -1.960
H -3.311 0.061 7.564 0.093 0.293 -0.180
N -4.200 -0.636 -6.203 1.173 -1.414 1.778
C 0.751 -12.714 -2.985 -0.408 1.482 0.944
H -4.758 -1.464 -6.354 0.347 -0.544 0.457
H -5.053 -3.267 6.830 -0.470 0.252 -0.137
N 0.457 6.639 1.419 -1.435 2.489 -0.802
C -0.664 -2.109 -4.347 1.052 -0.620 -0.719
H -1.389 -2.302 -6.826 0.638 0.130 0.401
H 8.695 4.714 -0.840 -0.524 0.316 -0.847
C -2.904 -0.798 -6.826 -0.579 0.206 0.556
O -6.069 0.214 -4.478 -1.303 -0.004 -0.812
H -7.613 -0.891 -3.467 1.079 0.005 0.881
H -4.031 3.829 8.934 -0.387 0.197 0.349
C 6.103 1.244 -2.047 -1.333 1.566 0.238
H 1.154 -13.586 -2.468 0.413 0.011 -0.187
H 9.559 3.387 -1.564 -0.327 -0.657 -0.454
C -7.394 0.080 -3.912 0.172 -0.111 -0.862
H 0.605 9.732 -2.281 0.258 0.915 -0.178
N 0.289 -10.320 0.617 0.093 -1.703 0.196
H -8.155 -0.019 -4.685 -0.058 0.832 -0.499
H 4.621 1.716 -3.330 -0.301 0.194 -0.018
C -2.209 -1.986 -6.181 0.018 1.236 0.724
C -3.440 -1.509 6.003 0.496 2.296 -1.247
H 0.462 7.857 3.271 -0.983 0.039 -0.051
H 2.394 -6.397 2.686 0.070 0.314 0.340
C -3.871 3.593 7.882 2.308 -0.174 2.408
H -6.439 2.456 8.547 0.061 -0.306 0.727
H 6.282 0.304 -2.569 0.364 -0.288 0.125
H 0.255 9.610 0.888 0.906 -0.233 0.405
C -0.858 -11.031 -0.004 1.383 0.331 -1.065
H 0.145 -1.815 -5.015 0.421 0.339 0.025
H -1.378 -10.356 -0.684 -0.274 0.279 -0.262
H -6.450 -0.036 7.741 -0.248 0.035 -0.046
C 2.292 -6.358 1.602 -1.790 0.243 1.563
H -5.598 -3.832 5.158 -0.175 0.325 0.284
O -1.858 -1.569 -4.832 -0.613 -0.620 -0.972
C -5.581 1.952 8.102 -1.375 -0.089 -1.726
H -4.898 1.479 8.808 0.078 0.297 0.116
C -0.322 -12.193 -0.875 -0.120 0.986 -0.022
H 2.126 6.667 4.231 -0.088 0.069 0.556
H -0.763 9.355 -0.413 -0.775 -0.251 -0.035
H -1.269 7.856 1.581 -0.671 -0.153 -0.109
N -5.066 0.388 6.232 1.482 -0.953 2.051
H 8.154 1.584 -2.188 0.708 -0.553 0.407
H -0.917 -9.370 1.941 -0.369 0.097 -0.079
H 2.887 3.904 3.550 -0.141 -0.320 -0.369
C -5.020 0.392 -6.685 1.973 0.591 -2.223
C -0.581 7.521 0.806 1.564 0.710 -0.669
H -2.994 2.948 7.938 0.104 -0.848 -0.112
H -6.544 1.706 -5.908 0.585 0.513 0.345
H 6.161 3.735 -5.896 0.344 0.023 -0.104
H -0.579 -8.562 0.371 -0.505 1.050 0.416
H -4.460 1.290 -6.945 0.344 0.039 0.296
O 2.951 5.760 2.628 -1.112 0.437 0.064
H -6.977 1.144 6.498 -0.077 0.234 0.261
H 7.549 1.238 -0.475 0.477 -0.168 -0.022
H 3.271 -6.038 1.243 -0.241 -0.694 -0.789
C 5.720 3.642 -4.904 -0.293 0.524 0.834
C 3.596 4.678 3.257 -0.467 0.004 -0.021
H -4.476 -1.208 7.707 -1.163 0.665 0.460
C 6.278 2.484 -4.092 -0.338 0.064 -2.362
H -1.623 -11.350 0.704 0.388 -0.280 0.318
O 5.951 4.800 -4.108 -0.340 -0.116 -0.900
N 5.431 2.217 -2.992 1.060 -1.092 2.269
O -4.389 -2.069 5.121 -1.114 -3.083 2.432
H 6.338 1.611 -4.742 0.327 -0.442 -0.421
O 1.008 8.461 -0.786 -0.954 0.742 2.058
H -1.180 -12.778 -1.205 -0.002 -0.212 -0.202
H 4.323 4.297 2.539 -0.081 -0.108 0.159
H 0.320 -12.790 -0.228 0.239 -0.277 -0.219
H 1.481 -5.673 1.355 0.598 1.030 0.144
H 1.323 -8.814 2.752 -0.107 -0.107 0.379
H 7.308 2.780 -3.892 -0.119 -0.196 0.718
O -4.960 2.997 7.316 -0.872 -0.677 -1.191
H 1.440 -12.157 -3.619 0.216 -0.777 -0.238
H -5.256 -0.090 -7.634 -1.380 1.235 -0.924
C 8.689 3.630 -0.953 0.372 1.408 2.203
H -6.994 0.182 -6.357 -0.497 -0.590 0.407
H 0.922 -10.136 -0.149 0.275 0.154 -0.001
H 8.050 4.746 -3.936 0.060 -0.482 -0.356
H -3.352 4.478 7.513 -1.335 0.363 -1.215
H -0.095 5.860 1.749 0.357 -0.408 0.260
H -0.612 -3.197 -4.390 -0.478 -0.399 0.127
H 4.090 4.940 4.193 0.325 0.469 0.149
Cl 0.143 0.863 0.879 0.047 -0.021 0.062
C -0.011 8.830 0.176 0.044 -1.395 -1.136
H 5.394 1.067 -1.237 -0.171 -0.114 -0.141
C -6.173 0.683 -5.844 -2.577 -0.449 1.078
C 1.071 7.332 2.535 0.945 -1.894 0.354
H 1.111 5.397 3.595 -0.260 -0.148 -0.365
```
Forces are in eV/Å.

Computed properties:
* strongest force on any atom: 4.08 eV Å⁻¹
* net charge: -1
* Kohn-Sham gap: 5.492 eV
* HOMO energy: -3.28 eV
* energy above the lowest of the compared OMol25 structures with the same formula, charge and spin: 107.9 kcal per mole

Löwdin atomic charge list, values in e, 4 entries: 0.078 -0.215 0.091 -0.053

A 8-piece molecular cluster, C30H76N4O8 overall in a non-equilibrium geometry. Source: OMol25; level of theory: ωB97M-V/def2-TZVPD.

Geometry as XYZ:
```
118
Properties=species:S:1:pos:R:3:forces:R:3
H -6.822 -3.568 6.545 -0.156 0.127 0.216
H 0.713 0.557 0.900 -0.341 1.245 0.711
H -1.713 -3.418 8.236 0.092 0.115 -0.536
N -4.180 -4.281 5.955 -1.736 -0.755 0.260
H -5.165 -1.956 7.452 0.118 0.041 -0.547
O 5.049 -0.849 -2.721 1.467 0.771 0.414
H -6.250 -0.735 -0.660 0.050 0.635 0.241
C -5.046 -6.487 7.108 0.766 -0.156 0.220
O 7.111 1.542 0.874 0.136 0.777 0.622
H -4.391 -6.358 7.970 0.032 0.661 0.127
H -5.688 -2.051 0.261 0.391 -0.200 0.084
C -2.826 -2.284 6.165 -0.303 -0.118 -0.482
H -1.045 -1.691 -8.837 -0.424 0.308 -0.438
H -2.989 -4.327 8.885 -0.300 -0.451 -0.264
H -7.163 -4.938 7.670 -0.277 -0.539 -1.032
C -5.715 -3.702 8.441 0.218 0.088 -1.325
O 6.799 -2.084 3.710 0.186 0.482 -0.054
C -3.079 -0.253 -7.332 -0.321 -0.868 0.525
H 6.162 3.032 0.035 -0.342 0.285 -0.028
H 9.282 -1.219 3.926 -0.346 0.214 0.255
H -6.900 -6.185 5.145 -0.430 0.376 0.548
H 7.580 -2.072 5.601 -0.367 0.249 0.409
H -3.344 -1.064 -8.011 -0.175 0.024 -0.032
H -2.485 -1.570 6.915 0.149 0.174 -0.314
H 7.547 -3.626 4.876 0.273 -0.411 -0.407
C 0.428 0.999 -0.055 1.434 -0.371 -0.147
H 6.311 -2.432 -1.956 -0.406 0.110 0.281
H 1.216 1.271 -10.529 -0.146 -0.925 -0.271
H -4.399 0.899 -9.590 -0.270 -0.915 1.063
H -3.231 0.115 -11.442 0.156 1.014 -0.426
C -5.762 -0.963 0.287 -0.188 -0.816 0.778
H 5.390 -0.466 -1.910 -0.160 0.681 -0.083
C -3.515 -3.433 6.908 -1.021 1.715 2.931
C -5.377 -5.152 6.306 -0.334 -0.098 2.108
C 0.680 10.065 0.156 -2.000 -0.474 -0.557
O 0.953 8.563 -1.723 -2.171 -2.065 -0.665
C -2.627 0.078 -10.535 -2.337 -0.463 0.172
H -2.736 -1.005 -10.473 0.526 -0.308 1.177
H 1.119 1.765 -0.408 0.196 0.205 0.489
H -6.378 -3.084 9.045 -0.438 0.068 -0.322
H 8.920 -3.090 2.324 -0.717 -0.409 0.036
H 5.193 -2.349 5.049 0.092 -0.091 0.095
H 5.657 -2.589 -3.600 0.282 -0.018 0.012
H 5.233 2.295 1.311 -0.033 0.341 0.373
H -6.201 -0.663 2.239 0.410 -0.198 -0.305
C -6.061 -5.501 5.022 0.259 -1.478 -0.457
H -3.498 -1.833 5.434 -0.546 0.313 0.487
C 9.212 -2.248 4.278 -0.337 -1.704 -1.578
O -0.596 1.382 -7.050 0.451 -0.421 0.323
H 1.220 8.582 1.464 0.349 -0.233 0.270
O 0.591 -0.146 -0.865 -0.964 -0.840 -1.206
C 6.225 2.674 1.063 -0.288 -0.993 -1.973
H -3.215 2.247 -6.211 0.308 -0.111 -0.195
H -0.416 8.201 -0.224 0.131 -0.223 0.471
C -0.050 9.038 -0.820 2.298 0.705 0.762
H -0.730 0.023 -11.439 0.386 -0.464 0.269
N 10.280 -2.568 5.236 -0.504 0.866 0.832
N -1.249 1.169 -8.234 -1.400 0.934 -2.535
H -0.040 11.221 1.596 -0.272 0.077 0.373
C -0.490 0.466 -9.317 0.485 -0.633 0.463
C -2.528 -4.074 7.930 -0.121 -0.505 -0.743
C -3.317 0.921 -9.462 -0.281 1.642 -0.912
H 4.448 -2.569 -2.356 0.681 -1.730 0.822
C -1.262 0.560 -10.654 1.762 0.098 -0.460
H 1.106 10.950 -0.317 -0.393 -0.068 -0.548
H -3.222 1.955 -9.792 0.534 0.329 -0.500
C 0.349 7.465 -2.532 0.933 1.904 -0.997
H 10.501 -2.871 2.559 0.696 0.069 0.850
H 0.496 2.309 -9.478 0.011 0.173 0.503
H 6.512 3.565 1.620 0.559 -0.641 0.749
H 5.528 -3.613 3.768 -0.424 -0.393 0.621
H -0.644 0.525 -6.618 0.348 -0.343 0.777
H -4.199 -2.338 8.804 0.915 0.082 -0.268
H -5.872 -7.059 7.531 -0.738 0.696 -0.179
H -4.768 -0.528 0.395 -0.030 0.099 -0.351
N -0.363 10.424 1.066 -1.592 1.312 0.249
H -6.370 -4.645 4.422 0.349 -0.124 -0.047
H -4.312 2.507 -7.580 -0.499 -0.940 0.136
H -0.455 7.873 -3.144 -0.288 0.348 0.142
C 5.453 -2.221 -2.594 -1.864 0.215 -1.411
H 0.461 -1.505 -9.722 -0.049 0.187 -0.241
H 6.918 0.838 1.498 -0.046 0.169 0.271
H 9.709 -4.187 3.507 0.075 0.108 -0.146
H 2.417 9.100 0.270 1.034 -0.251 0.791
H -2.249 -0.655 -6.751 -0.254 0.119 0.636
O -6.609 -0.594 1.373 -0.626 0.471 -0.440
H 0.336 -1.153 -8.043 0.293 0.423 0.168
H -0.963 9.421 -1.275 0.302 0.603 -0.438
O -3.256 -4.999 5.190 0.024 0.068 -0.352
H -4.539 -7.311 6.606 0.245 0.360 -0.985
H 2.065 10.118 1.797 0.265 -0.025 -0.307
H -2.138 -4.955 7.422 0.530 -0.191 0.571
C 0.803 1.264 -9.521 0.246 1.220 -0.393
H -0.552 1.474 -0.089 -0.244 -0.641 0.001
H 1.664 1.148 -8.861 -0.419 -0.380 0.373
H -0.415 9.636 1.696 -0.453 0.193 0.446
C 7.725 -2.575 4.645 1.340 0.890 1.268
H -5.364 -6.199 4.558 0.157 0.573 -0.992
H 9.983 -2.586 6.201 -0.165 0.228 0.251
H 4.767 -2.140 3.327 0.214 0.438 0.074
C -6.392 -4.337 7.188 1.106 0.053 1.412
C 9.631 -3.161 3.147 -0.942 0.142 -2.095
C -3.294 2.238 -7.298 0.524 0.487 -1.467
H 1.107 7.230 -3.279 0.145 -0.421 0.360
H -2.036 -2.572 5.471 0.514 -0.464 0.615
C -4.631 -2.788 7.910 0.391 0.292 -0.461
C 1.703 9.450 1.015 1.143 -1.535 -1.244
C -0.191 -1.031 -8.989 0.189 -0.009 0.490
C 5.498 -2.553 4.022 0.291 -0.484 -1.009
H -2.814 3.092 -7.775 0.660 0.211 0.607
C -2.711 0.993 -8.053 0.025 0.236 -0.735
H -0.084 6.574 -2.076 0.568 0.149 0.889
H -3.944 0.070 -6.753 0.021 -0.999 0.498
H 10.876 -1.761 5.120 0.622 -0.153 0.563
H -1.202 1.573 -11.053 -0.350 0.379 0.437
H 1.393 -0.142 -1.393 -0.055 0.399 0.130
H -5.363 -4.422 9.180 0.263 -0.471 -0.377
H -2.892 -5.669 5.775 0.269 -0.442 0.178
```
Forces are in eV/Å.

Computed properties:
* strongest force on any atom: 3.55 eV Å⁻¹
* Kohn-Sham gap: 8.290 eV
* HOMO energy: -8.09 eV
* energy above the lowest of the compared OMol25 structures with the same formula, charge and spin: 139.9 kcal per mole
* SMILES string: CC1(C)CCCC(C)(C)N1O.CC1(C)CCCC(C)(C)N1O.COC[C@H](C)N.COC[C@H](C)N.CO.CO.CO.CO

Löwdin atomic charge list, values in e, 4 entries: 0.116 0.078 0.082 -0.104

> Which formula does entry 1 have?

C30H75ClN5O10

> Which value of energy above the lowest of the compared OMol25 structures with the same formula, charge and spin does entry 1 give?

107.9 kcal per mole

> Among the records above, which one has the lowest Kohn-Sham gap?

C30H75ClN5O10

> Among the records above, which one has the highest HOMO energy?

C30H75ClN5O10